{"formula": "C37H74O25", "method": "wB97M-V/def2-TZVPD", "e_homo_ev": -9.40, "de_lowest_kcal_mol": 139.0, "lumo_ev": 0.358, "total_energy_ha": -3334.91903, "gap_ev": 9.8, "symbols": ["C", "C", "C", "O", "C", "H", "H", "H", "H", "H", "H", "H", "H", "C", "C", "C", "O", "C", "H", "H", "H", "H", "H", "H", "H", "H", "C", "C", "C", "O", "C", "H", "H", "H", "H", "H", "H", "H", "H", "C", "C", "C", "O", "C", "H", "H", "H", "H", "H", "H", "H", "H", "C", "O", "C", "O", "O", "C", "H", "H", "H", "H", "H", "H", "C", "O", "C", "O", "O", "C", "H", "H", "H", "H", "H", "H", "C", "O", "C", "O", "O", "C", "H", "H", "H", "H", "H", "H", "C", "O", "C", "O", "O", "C", "H", "H", "H", "H", "H", "H", "C", "O", "C", "O", "O", "C", "H", "H", "H", "H", "H", "H", "C", "O", "C", "O", "O", "C", "H", "H", "H", "H", "H", "H", "C", "O", "C", "O", "O", "C", "H", "H", "H", "H", "H", "H"], "xyz": [[-3.7547, -3.2320, 3.2637], [-4.6232, -4.4406, 3.4764], [-4.5453, -5.1472, 2.1114], [-4.6624, -4.1017, 1.2264], [-4.4142, -2.7936, 1.8920], [-2.7091, -3.5395, 3.2742], [-3.9792, -2.5624, 4.0939], [-5.6529, -4.1211, 3.6366], [-4.1514, -5.1523, 4.1540], [-5.4812, -5.6908, 2.2412], [-3.7050, -5.8022, 1.8811], [-5.4296, -2.4530, 2.0948], [-3.9262, -1.9919, 1.3377], [2.8507, 2.1275, 8.6656], [1.9692, 1.8491, 7.4221], [1.0246, 3.0592, 7.2447], [1.0366, 3.6643, 8.5178], [1.8490, 2.9303, 9.4922], [3.6440, 2.7685, 8.2810], [3.2811, 1.2676, 9.1788], [1.3718, 0.9510, 7.5790], [2.5527, 1.7263, 6.5097], [0.0148, 2.7886, 6.9360], [1.5497, 3.6801, 6.5189], [1.2370, 2.1905, 10.0082], [2.3333, 3.5869, 10.2150], [-1.0000, -4.6400, -6.7110], [-1.1792, -3.3858, -5.8226], [-1.4772, -4.0511, -4.5016], [-0.6272, -5.1979, -4.5338], [-0.1967, -5.6298, -5.8102], [-0.4195, -4.3926, -7.5998], [-1.9511, -5.1295, -6.9204], [-1.9386, -2.7032, -6.2039], [-0.2967, -2.7580, -5.6999], [-2.5164, -4.3634, -4.3986], [-1.2856, -3.3410, -3.6970], [-0.5207, -6.6544, -5.9924], [0.8842, -5.5795, -5.9419], [3.2644, 9.4301, 1.1412], [2.6661, 9.5446, 2.5350], [3.3982, 8.4581, 3.3019], [3.6727, 7.4024, 2.3430], [3.8703, 8.0087, 1.0752], [4.0680, 10.1655, 1.1013], [2.5518, 9.6507, 0.3464], [1.5896, 9.3752, 2.5119], [2.7458, 10.5204, 3.0142], [2.8740, 8.1419, 4.2037], [4.3940, 8.8219, 3.5553], [3.3725, 7.4413, 0.2889], [4.9199, 8.1176, 0.8019], [2.2914, -1.6054, -0.0251], [1.5190, -0.6337, -0.8337], [0.9044, 0.4277, -0.1766], [0.7745, 0.5573, 1.0165], [0.3819, 1.2150, -1.1355], [-0.3682, 2.3588, -0.8515], [1.6661, -2.1953, 0.6451], [3.1999, -1.3312, 0.5112], [2.7101, -2.2783, -0.7734], [-0.8209, 2.8805, -1.6947], [0.3462, 3.1693, -0.7074], [-1.0747, 2.2814, -0.0250], [-5.9747, 11.9874, -4.0081], [-4.5930, 11.8705, -3.8993], [-4.0588, 10.9039, -4.6733], [-4.6825, 10.2695, -5.5646], [-2.7511, 10.7597, -4.3238], [-1.9475, 9.8358, -5.0068], [-6.4965, 12.1885, -3.0725], [-6.3108, 11.0293, -4.4047], [-6.3481, 12.7425, -4.6998], [-2.4453, 8.8941, -5.2381], [-1.1742, 9.6124, -4.2717], [-1.4481, 10.1326, -5.9291], [10.1004, -5.6097, 1.2978], [11.4667, -5.3043, 1.0826], [12.1392, -4.4743, 1.7761], [11.7817, -3.9454, 2.8074], [13.3896, -4.3569, 1.3363], [14.3646, -3.4663, 1.8698], [9.7958, -5.5902, 2.3442], [9.9339, -6.5269, 0.7331], [9.5215, -4.7745, 0.9036], [15.3314, -3.6147, 1.3888], [14.6478, -3.5981, 2.9141], [14.0893, -2.4363, 1.6432], [-7.4978, 5.3245, -0.6506], [-8.0729, 4.5577, -1.6144], [-7.6842, 3.3412, -1.7809], [-6.7846, 2.7026, -1.2626], [-8.4604, 2.8028, -2.7301], [-8.3146, 1.5228, -3.1048], [-7.5565, 5.0022, 0.3890], [-7.9160, 6.2969, -0.9109], [-6.4617, 5.4284, -0.9728], [-7.2935, 1.3300, -3.4338], [-8.9231, 1.0986, -3.9034], [-8.4723, 0.9333, -2.2016], [5.1790, -0.3163, -8.4874], [6.0469, -0.1859, -7.4374], [6.3840, -1.2389, -6.6898], [5.8514, -2.3518, -6.7468], [7.3789, -0.8254, -5.9387], [7.8205, -1.4873, -4.7890], [5.3576, 0.5169, -9.1671], [4.1191, -0.4338, -8.2620], [5.4493, -1.1713, -9.1070], [8.6843, -0.9786, -4.3610], [8.1732, -2.5087, -4.9318], [6.9866, -1.3393, -4.1027], [-10.8884, -1.5063, 5.6024], [-9.6834, -0.8452, 5.8210], [-9.1776, 0.0940, 4.9853], [-9.6763, 0.5661, 3.9224], [-7.9803, 0.5619, 5.4800], [-7.3196, 1.6105, 4.9210], [-11.5971, -0.6826, 5.5164], [-11.2955, -2.0177, 6.4746], [-10.8495, -2.0623, 4.6656], [-6.5735, 1.9511, 5.6389], [-8.0449, 2.4128, 4.7854], [-6.8636, 1.3801, 3.9581], [1.6045, -14.9031, -1.6833], [1.9959, -13.4860, -1.8943], [1.5320, -12.5427, -1.1111], [0.7134, -12.7635, -0.1923], [1.9426, -11.2598, -1.4459], [1.4106, -10.0125, -0.9007], [1.3498, -15.0189, -0.6298], [2.5364, -15.4348, -1.8760], [0.7483, -15.1543, -2.3093], [1.4271, -10.1709, 0.1776], [0.3544, -9.8099, -1.0780], [1.9379, -9.1154, -1.2250]]}